{
  "formula": "C34H43BCrN9S3Se",
  "method": "ωB97M-V with the def2-TZVPD basis set",
  "symbols": ["Se", "Cr", "S", "S", "S", "N", "N", "N", "N", "N", "N", "N", "N", "N", "C", "C", "C", "C", "C", "C", "C", "C", "C", "C", "C", "C", "C", "C", "C", "C", "C", "C", "C", "C", "C", "C", "C", "C", "C", "C", "C", "C", "C", "C", "C", "C", "C", "C", "B", "H", "H", "H", "H", "H", "H", "H", "H", "H", "H", "H", "H", "H", "H", "H", "H", "H", "H", "H", "H", "H", "H", "H", "H", "H", "H", "H", "H", "H", "H", "H", "H", "H", "H", "H", "H", "H", "H", "H", "H", "H", "H", "H"],
  "coordinates": [[3.557, 0.162, -0.788], [2.492, -0.592, 1.351], [2.090, 1.738, 2.060], [1.315, -1.268, 3.358], [2.113, -2.770, 0.487], [4.349, -1.281, 2.144], [-0.453, -0.025, 1.858], [5.699, 1.594, 0.647], [-1.073, -1.072, -0.994], [7.369, -4.350, 0.137], [-1.565, 0.632, 1.578], [0.007, -1.337, -0.270], [0.434, 1.208, -1.360], [0.658, 1.111, -0.060], [-0.791, -0.738, 5.515], [-1.106, -0.282, 4.139], [1.686, 4.595, 0.888], [5.380, -2.347, 4.017], [0.643, -2.532, -0.319], [6.139, -3.149, 3.184], [-0.164, -0.492, 3.092], [-3.143, -0.162, -2.541], [0.740, -4.916, -1.124], [0.632, 2.342, -1.977], [4.865, 1.044, 0.077], [-3.953, -2.515, -2.252], [1.220, 2.134, 0.644], [-2.759, -1.639, -2.657], [1.938, 2.946, -3.967], [1.222, 3.433, 0.084], [0.537, 0.891, -3.999], [6.773, -3.724, 0.884], [-0.572, 3.150, -3.996], [-4.438, 0.516, 1.103], [-2.468, 0.839, 2.499], [-1.056, -3.300, -1.799], [6.024, -2.953, 1.808], [5.127, -2.000, 1.338], [-2.261, 0.384, 3.822], [-3.735, 1.519, 2.029], [-2.350, -1.935, -4.108], [4.507, -1.427, 3.462], [0.073, -3.589, -1.086], [-4.659, 1.904, 3.182], [0.617, 2.329, -3.486], [-3.366, 2.768, 1.220], [0.903, 3.524, -1.249], [-1.588, -1.984, -1.767], [0.469, -0.192, 0.640], [-3.743, 0.207, 0.327], [0.545, 0.888, -5.086], [-2.258, 0.456, -2.431], [-3.751, -3.570, -2.413], [2.781, 2.426, -3.516], [-4.765, -0.361, 1.657], [-3.000, 0.568, 4.584], [-4.269, 3.223, 0.823], [0.907, -5.297, -0.117], [5.463, -2.432, 5.088], [-3.782, 0.001, -1.680], [3.897, -0.794, 4.094], [1.128, 4.665, 1.819], [-0.538, -1.797, 5.522], [-3.181, -1.722, -4.773], [-4.156, 2.561, 3.888], [-0.503, 4.180, -3.658], [-4.820, -2.242, -2.847], [1.576, 5.521, 0.332], [6.804, -3.908, 3.566], [-3.687, 0.147, -3.429], [-0.583, 3.147, -5.082], [0.150, -5.630, -1.690], [-1.630, -0.557, 6.181], [-2.861, 3.498, 1.847], [2.736, 4.463, 1.151], [5.049, -1.832, 0.270], [-2.069, -2.974, -4.251], [1.718, -4.811, -1.593], [2.015, 2.849, -5.046], [1.393, 0.318, -3.645], [-1.508, -1.313, -4.401], [-0.367, 0.406, -3.644], [0.085, -0.201, 5.880], [-1.508, 2.729, -3.638], [2.005, 3.999, -3.717], [-1.525, -4.059, -2.404], [-2.717, 2.499, 0.391], [-5.306, 0.981, 0.646], [0.937, 4.482, -1.744], [-5.025, 1.025, 3.708], [-4.194, -2.367, -1.201], [-5.522, 2.433, 2.787]],
  "lowdin_spin": [-0.024, 3.375, 0.118, 0.011, -0.013, 0.026, 0.036, -0.003, 0.011, -0.001, 0.007, 0.039, -0.019, 0.049, -0.001, 0.000, 0.001, -0.001, 0.008, 0.009, 0.005, 0.000, -0.001, 0.023, 0.003, 0.000, 0.025, 0.000, 0.002, 0.007, 0.000, 0.000, 0.001, 0.000, 0.003, 0.003, 0.000, 0.013, 0.000, 0.000, 0.000, 0.014, -0.001, 0.000, 0.003, 0.000, 0.001, 0.003, 0.266, 0.000, 0.000, 0.000, 0.000, 0.000, 0.000, 0.000, 0.000, 0.000, 0.000, 0.000, 0.001, 0.000, -0.001, 0.000, 0.000, 0.000, 0.000, 0.000, 0.000, 0.000, 0.000, 0.000, 0.000, 0.000, 0.001, 0.001, 0.000, 0.000, 0.000, 0.000, 0.000, 0.000, 0.000, 0.000, 0.000, 0.000, 0.000, 0.000, 0.000, 0.000, 0.000, 0.000],
  "e_tot_ev": -176314.11135,
  "spin_multiplicity": 5,
  "gap_ev": [7.34, 5.81],
  "charge": 1
}

{
  "formula": "C10H12AuIN4STe",
  "method": "ωB97M-V with the def2-TZVPD basis set",
  "symbols": ["Au", "I", "Te", "S", "N", "N", "N", "N", "C", "C", "C", "C", "C", "C", "C", "C", "C", "C", "H", "H", "H", "H", "H", "H", "H", "H", "H", "H", "H", "H"],
  "coordinates": [[0.796, 0.977, 0.595], [6.919, 1.319, 0.135], [-1.515, 1.096, 1.661], [-2.158, 4.369, 1.568], [3.199, -0.579, -0.126], [0.959, -2.166, -0.010], [2.749, 0.688, -0.200], [-1.229, -3.314, 0.174], [4.978, 0.679, -0.011], [-2.429, -2.571, -0.212], [-2.452, 3.084, -0.599], [3.827, 1.465, -0.120], [-2.676, 5.251, 0.200], [-2.788, 4.441, -0.890], [4.529, -0.625, -0.013], [-1.291, -4.769, 0.252], [-0.056, -2.707, 0.089], [-2.084, 2.891, 0.706], [-2.474, 2.284, -1.326], [-1.453, -5.215, -0.732], [-3.101, 4.789, -1.865], [3.735, 2.538, -0.171], [-2.707, -2.776, -1.249], [2.499, -1.324, -0.110], [-3.247, -2.866, 0.443], [-2.248, -1.505, -0.087], [5.065, -1.558, 0.049], [-0.363, -5.152, 0.668], [-2.112, -5.053, 0.909], [-2.871, 6.310, 0.271]],
  "nbo_charge": [0.350, 0.198, -0.113, 0.460, -0.321, -0.508, -0.350, -0.463, -0.318, -0.405, -0.299, -0.033, -0.442, -0.260, -0.037, -0.391, 0.539, -0.489, 0.222, 0.195, 0.219, 0.234, 0.191, 0.464, 0.207, 0.251, 0.236, 0.221, 0.209, 0.234],
  "e_tot_ev": -46445.41696,
  "spin_multiplicity": 1,
  "gap_ev": 7.62
}

{
  "formula": "C62H137N11O10",
  "method": "ωB97M-V with the def2-TZVPD basis set",
  "symbols": ["O", "O", "O", "O", "O", "O", "O", "O", "O", "O", "N", "N", "N", "N", "N", "N", "N", "N", "N", "N", "N", "C", "C", "C", "C", "C", "C", "C", "C", "C", "C", "C", "C", "C", "C", "C", "C", "C", "C", "C", "C", "C", "C", "C", "C", "C", "C", "C", "C", "C", "C", "C", "C", "C", "C", "C", "C", "C", "C", "C", "C", "C", "C", "C", "C", "C", "C", "C", "C", "C", "C", "C", "C", "C", "C", "C", "C", "C", "C", "C", "C", "C", "C", "H", "H", "H", "H", "H", "H", "H", "H", "H", "H", "H", "H", "H", "H", "H", "H", "H", "H", "H", "H", "H", "H", "H", "H", "H", "H", "H", "H", "H", "H", "H", "H", "H", "H", "H", "H", "H", "H", "H", "H", "H", "H", "H", "H", "H", "H", "H", "H", "H", "H", "H", "H", "H", "H", "H", "H", "H", "H", "H", "H", "H", "H", "H", "H", "H", "H", "H", "H", "H", "H", "H", "H", "H", "H", "H", "H", "H", "H", "H", "H", "H", "H", "H", "H", "H", "H", "H", "H", "H", "H", "H", "H", "H", "H", "H", "H", "H", "H", "H", "H", "H", "H", "H", "H", "H", "H", "H", "H", "H", "H", "H", "H", "H", "H", "H", "H", "H", "H", "H", "H", "H", "H", "H", "H", "H", "H", "H", "H", "H", "H", "H", "H", "H", "H", "H", "H", "H"],
  "coordinates": [[3.422, 2.364, 0.838], [-0.893, 0.198, -0.938], [0.594, 4.209, 2.678], [6.373, 0.186, -4.884], [-1.510, -5.141, -2.876], [-3.745, -2.596, -2.720], [-3.803, -1.723, 2.414], [1.191, -3.608, -3.872], [-1.083, 4.003, 0.393], [0.929, -0.401, 4.189], [5.331, 0.999, -2.103], [-3.319, -0.491, -2.374], [-1.362, -6.172, -1.957], [1.709, -1.579, 4.363], [0.039, 5.093, 3.529], [-4.764, -0.970, 1.789], [-2.034, -1.725, -3.640], [2.146, -3.249, -4.859], [-1.339, 5.172, -0.270], [0.251, 1.193, 0.691], [1.202, -0.443, -0.181], [-2.457, 7.119, -2.046], [-0.896, -8.543, -1.544], [-0.674, -7.372, -2.527], [-1.358, -5.690, -0.611], [-6.738, -2.003, 3.127], [-0.259, -2.806, 5.281], [-1.114, 4.232, -2.574], [3.918, -4.615, -3.753], [-0.129, -4.706, -0.203], [-3.056, -1.656, -2.833], [3.871, -2.663, 4.552], [-1.291, -7.837, -3.921], [-2.779, 5.551, -0.126], [0.648, 7.078, 2.220], [-0.570, -8.246, -0.090], [1.011, -1.169, -5.388], [-1.438, -6.968, 0.333], [-4.089, 0.951, 3.391], [-0.656, 5.290, -1.601], [0.786, -7.150, -2.869], [3.567, -3.249, -4.418], [0.414, -3.415, -6.508], [-2.861, 6.943, -0.562], [-1.012, 6.648, -2.281], [4.488, -3.181, -5.733], [-0.548, 6.742, 5.880], [-3.092, 0.720, 1.126], [-1.254, 5.442, 5.698], [6.874, 0.209, -6.194], [-6.862, 1.115, 1.586], [4.123, 1.143, -1.220], [3.100, -1.392, 4.225], [-3.855, 4.658, -0.864], [0.943, -2.915, 4.336], [3.186, -4.012, 4.228], [1.587, -2.501, -5.982], [0.664, 6.403, 3.550], [4.005, 2.515, -0.452], [-0.552, 4.466, 4.693], [-0.091, 7.350, 4.517], [-7.247, -0.391, 1.205], [-5.463, 1.353, 1.234], [3.696, -2.158, -3.349], [3.395, 3.524, 1.722], [1.785, -4.123, 4.805], [-4.369, 0.457, 1.951], [-1.743, 3.609, 4.304], [-3.210, 5.463, 1.402], [3.497, -1.001, 2.802], [3.985, -1.982, -6.662], [-2.596, -4.862, -0.307], [-6.179, -1.483, 1.744], [2.577, -2.361, -7.047], [0.487, 3.621, 5.530], [3.709, -0.218, 5.073], [6.326, 1.475, -4.181], [2.153, 6.338, 4.053], [0.317, -3.214, 3.004], [-6.186, -2.588, 0.706], [5.149, 1.745, -3.288], [0.811, 5.150, -1.345], [0.132, 0.312, -0.231], [-2.533, 6.016, 2.053], [-3.477, 4.479, 1.788], [-8.202, -0.466, 1.726], [1.452, -5.105, 4.470], [4.672, -1.872, -7.501], [2.622, 7.298, 3.839], [-3.833, 7.320, -0.242], [-1.741, -2.664, -3.871], [-5.158, 2.377, 1.446], [4.324, -3.970, -6.467], [-2.392, 3.307, 5.126], [-2.451, -5.225, -3.046], [-2.255, 5.658, 5.325], [3.176, 0.954, -1.724], [1.188, -6.353, -3.495], [4.222, -2.784, 5.578], [-1.102, 3.211, -2.193], [-1.039, 7.736, 4.142], [-1.573, -6.977, -4.528], [4.779, -2.599, 3.952], [-3.060, 6.591, -2.786], [-1.397, 2.723, 3.773], [5.063, 2.746, -0.332], [3.981, -1.013, -6.162], [-3.210, 1.595, 3.408], [-0.171, -3.707, -0.638], [-0.320, 7.450, 1.885], [3.064, 3.078, 2.660], [-7.171, -2.890, 0.349], [0.247, 3.389, 6.568], [-5.948, -2.583, 3.605], [-2.699, -4.067, -1.044], [5.648, 0.127, -2.501], [1.257, -1.218, -0.828], [-2.422, 4.069, 3.586], [-5.672, -3.499, 1.013], [7.212, 1.617, -3.562], [-7.480, 1.841, 1.057], [1.442, 7.820, 2.142], [-2.100, 7.516, -0.032], [2.878, 4.404, 1.340], [0.282, 6.744, 6.587], [7.238, -0.775, -6.490], [-2.780, 1.764, 1.136], [-1.882, -8.976, -1.707], [-3.885, 0.103, 4.045], [-3.762, 3.573, -0.809], [-4.844, 4.888, -0.468], [-0.229, -4.145, 3.155], [-0.310, 7.403, -1.927], [0.489, 8.253, 4.707], [6.307, 2.278, -4.917], [-1.466, 5.014, 6.677], [-0.460, 1.885, 0.881], [-3.646, -2.326, 1.684], [2.734, 5.605, 3.494], [-0.822, -8.706, -4.383], [-2.609, 0.227, -2.404], [-3.996, 4.794, -1.937], [-2.491, 8.137, -2.435], [-2.295, 0.176, 1.633], [3.225, -1.770, 2.079], [0.573, -0.634, -6.230], [4.230, 0.391, -0.438], [1.501, 4.019, 5.566], [0.779, 2.715, 5.000], [3.140, -4.050, 3.140], [3.501, -5.452, -4.313], [-7.417, -0.498, 0.134], [-0.014, -2.564, 6.315], [4.552, -0.864, 2.565], [-2.455, -7.349, 0.420], [4.719, -2.068, -2.984], [0.811, -5.175, -0.494], [-7.684, -2.543, 3.102], [-2.107, 4.201, -3.022], [0.827, 6.377, 1.404], [0.925, -0.343, 3.231], [2.055, -0.156, 0.278], [-0.450, -2.534, 2.634], [4.993, -4.715, -3.604], [-4.962, 1.320, 3.929], [3.621, -4.966, 4.527], [4.220, 1.386, -3.731], [-0.457, 4.343, -3.436], [3.195, -0.001, 2.494], [5.078, 2.771, -2.926], [1.048, 5.789, -0.494], [-2.668, -4.370, 0.663], [0.967, -4.506, -4.127], [-0.496, -3.513, -5.916], [-0.925, -6.703, 1.258], [0.058, -3.008, -7.455], [-1.484, 3.364, -0.201], [3.238, 0.759, 4.964], [-3.373, -5.608, -0.476], [7.797, 0.786, -6.255], [4.416, 3.889, 1.829], [3.144, -2.282, -2.417], [-6.858, -1.116, 3.748], [-0.810, -9.088, 0.560], [3.514, -1.205, -3.846], [2.663, -3.302, -7.590], [1.004, -3.160, 2.159], [1.003, 1.252, 1.362], [-0.368, -9.468, -1.775], [2.209, -1.547, -7.670], [1.369, 5.600, -2.166], [1.276, -8.011, -3.324], [0.268, -1.416, -4.629], [-4.089, -0.417, -1.725], [0.690, -4.438, -6.764], [6.082, 0.572, -6.849], [1.341, -6.935, -1.956], [-3.108, 0.197, 0.169], [5.568, -3.144, -5.586], [4.751, 0.069, 4.929], [0.493, -8.024, 0.001], [-7.030, 1.265, 2.652], [-0.092, -4.567, 0.878], [-0.941, 6.657, -3.369], [2.329, 6.077, 5.097], [-1.434, -0.915, -3.702], [-0.030, 4.258, 1.950], [-1.369, 7.351, 6.258], [1.105, 4.109, -1.213], [-0.987, -2.060, 4.961], [3.500, -4.796, -2.763], [-5.224, 1.156, 0.189], [1.753, -4.199, 5.892], [-5.725, -2.320, -0.244], [3.630, 3.399, -0.968], [3.580, -0.426, 6.135], [-0.839, -3.725, 5.203], [1.830, -0.589, -4.961], [-2.319, -8.192, -3.849], [-4.165, 5.940, 1.618]],
  "lowdin_charge": [-0.230, -0.004, -0.005, -0.207, -0.016, 0.061, -0.008, -0.016, -0.044, 0.012, -0.069, 0.190, -0.110, -0.080, -0.129, -0.124, 0.188, -0.133, -0.099, 0.203, 0.193, -0.159, -0.166, -0.436, -0.472, -0.026, -0.049, -0.038, -0.045, 0.000, -0.852, -0.122, -0.034, -0.464, -0.036, -0.159, 0.004, -0.087, -0.010, -0.494, -0.042, -0.434, -0.020, -0.147, -0.123, -0.070, -0.183, -0.052, -0.163, -0.129, -0.182, -0.162, -0.527, -0.019, -0.459, -0.173, -0.504, -0.484, -0.207, -0.449, -0.116, -0.081, -0.173, -0.032, -0.074, -0.140, -0.453, -0.055, -0.023, -0.063, -0.171, -0.040, -0.435, -0.180, -0.005, -0.028, -0.177, -0.014, -0.065, -0.062, -0.259, -0.027, -0.718, 0.074, 0.058, 0.100, 0.120, 0.106, 0.074, 0.126, 0.096, 0.108, 0.107, 0.095, 0.105, 0.112, 0.095, 0.057, 0.118, 0.077, 0.109, 0.069, 0.112, 0.097, 0.070, 0.112, 0.092, 0.048, 0.071, 0.079, 0.086, 0.084, 0.081, 0.069, 0.061, 0.092, 0.111, 0.060, 0.078, 0.127, 0.109, 0.091, 0.120, 0.072, 0.109, 0.085, 0.071, 0.113, 0.077, 0.070, 0.084, 0.086, 0.116, 0.118, 0.116, 0.121, 0.085, 0.090, 0.060, 0.085, 0.087, 0.061, 0.109, 0.077, 0.080, 0.084, 0.106, 0.061, 0.062, 0.104, 0.077, 0.104, 0.089, 0.085, 0.109, 0.076, 0.062, 0.080, 0.080, 0.050, 0.069, 0.077, 0.084, 0.080, 0.077, 0.111, 0.117, 0.095, 0.061, 0.124, 0.072, 0.082, 0.060, 0.067, 0.100, 0.079, 0.073, 0.064, 0.088, 0.085, 0.083, 0.078, 0.071, 0.106, 0.056, 0.124, 0.073, 0.105, 0.115, 0.128, 0.094, 0.087, 0.046, 0.106, 0.085, 0.088, 0.071, 0.060, 0.106, 0.082, 0.100, 0.104, 0.031, 0.119, 0.072, 0.089, 0.064, 0.107, 0.085, 0.076, 0.068, 0.110, 0.119, 0.076, 0.108, 0.079, 0.086, 0.065, 0.068, 0.081],
  "e_tot_ev": -103368.36782,
  "spin_multiplicity": 1,
  "gap_ev": 8.21
}